Entry 1:
116
Properties=species:S:1:pos:R:3:forces:R:3:lowdin_charge:R:1 method="wB97M-V/def2-TZVPD" total_charge=-2 e_homo_ev=-5.9 gap_ev=8.77 largest_force_ev_per_a=2.73
H 2.63436 -0.25877 -3.46269 -0.1 -0.4 0.0 0.07
F 2.87350 -0.52621 3.30752 -0.3 0.1 -0.7 -0.19
N 5.90258 0.45943 0.78029 2.4 0.0 1.3 -0.27
C 5.83865 -0.88790 0.11061 -0.5 1.2 -1.8 -0.13
C 5.63287 1.49815 3.07890 1.3 0.1 -0.7 -0.16
C 7.26345 1.00053 0.50465 -0.4 0.4 -0.8 0.02
H -7.24551 3.35011 2.02407 0.1 -0.1 0.2 0.11
F 4.28687 -0.08136 -4.88917 -0.9 0.6 0.4 -0.13
H 4.73039 -2.21567 1.33914 -0.3 0.3 0.1 0.11
H 6.60949 2.01067 3.02567 -0.3 0.3 0.1 0.11
H 1.30816 -1.04482 -0.19253 -0.4 -0.2 0.0 0.10
H 5.50742 1.26581 4.13509 -0.3 -0.2 -0.1 0.12
P -0.67747 -1.25906 -6.33149 0.6 -0.2 -1.9 0.13
C 5.79506 0.23280 2.26312 -1.6 -0.4 0.4 -0.12
F -0.32732 -0.17783 2.73281 0.6 -0.3 0.1 -0.17
F -2.70097 3.73485 0.04641 -0.5 -0.1 0.2 -0.17
H 4.46142 3.24511 3.14414 -0.1 0.2 -0.2 0.12
F -3.36554 -4.39345 2.06377 0.4 0.0 -0.2 -0.18
H 3.57514 1.81959 2.71122 -0.1 -0.1 -0.2 0.10
H 5.89177 -0.58523 -0.94340 -0.2 -0.4 0.0 0.11
H 5.40505 -3.45494 -0.72275 -0.1 -0.2 0.2 0.08
H 3.80717 3.18414 0.66168 -0.2 -0.3 0.0 0.13
F 1.03064 -1.33540 4.25769 -0.6 0.4 0.1 -0.15
H 4.97072 1.54605 -0.79214 0.4 0.0 0.0 0.12
F -5.40344 -5.01439 1.17996 0.7 0.5 -0.1 -0.22
H 4.87330 -0.34838 2.34033 0.1 0.0 0.4 0.10
H 0.83443 0.86096 -2.50149 -0.1 -0.5 -0.4 0.13
F -0.82844 -2.53621 -7.34122 -0.4 0.0 0.2 -0.19
C -1.25867 -1.78723 -0.17400 1.1 -2.4 0.3 0.01
C -3.45448 1.25915 3.42875 0.9 -0.2 1.3 -0.16
H 5.44709 3.45737 0.94295 0.4 -0.4 -0.1 0.12
F 6.47764 -0.19011 -4.52195 0.2 0.5 0.2 -0.19
H -2.43391 -0.61043 3.85594 -0.3 -0.1 0.1 0.12
P 1.25492 -0.37144 2.98842 0.3 1.0 1.0 0.19
H 1.08581 -3.11902 -1.11273 0.4 0.3 -0.3 0.10
H -3.71711 2.18298 1.45022 0.4 0.1 -0.1 0.11
F -4.40910 -5.70886 -0.71831 0.5 0.1 0.3 -0.18
N -0.35711 -1.62614 -1.36757 -1.1 0.8 0.8 -0.32
C 0.30306 -2.87152 -1.82871 -0.1 -0.1 1.0 0.03
H -4.04261 1.16239 4.34855 -0.2 0.1 -0.1 0.11
C 4.87831 1.40796 0.28552 -1.6 -0.9 -0.5 -0.10
H -2.18941 -0.01135 2.27055 -0.5 0.0 0.0 0.09
F 6.33334 1.29570 -2.77764 0.1 0.6 -0.3 -0.20
F 5.50639 1.85180 -4.93971 0.3 0.3 0.2 -0.13
H 3.98761 0.78653 0.43062 -0.4 0.6 -0.2 0.12
C -6.65779 3.20675 1.11804 -0.3 0.9 -0.6 -0.23
F -3.67133 1.77002 -0.78646 -0.3 0.1 0.2 -0.20
F 1.59465 0.61936 1.74688 0.3 -0.6 -0.5 -0.16
H -2.59694 1.84307 3.77576 -0.1 0.3 -0.5 0.13
C -1.31512 -1.18974 -2.42621 0.4 0.1 -0.4 0.02
C 4.60228 -1.70615 0.37508 0.5 -1.8 0.4 -0.21
H 6.62153 -0.38648 2.60865 0.1 0.0 -0.3 0.14
H -1.78129 -2.72998 -0.33163 -0.4 0.2 0.1 0.08
C 1.45177 0.10302 -1.99535 -0.4 1.3 0.6 -0.24
C -2.95973 -0.12134 3.03952 -0.2 0.2 -0.9 -0.17
C -4.24422 1.97589 2.37040 -0.4 0.1 0.3 -0.09
H -4.74179 -1.32808 3.32391 -0.3 0.4 0.0 0.12
F -2.11490 1.81880 -2.47638 -0.6 0.0 -0.1 -0.15
C -4.13622 -0.92604 2.50259 0.6 -0.9 0.7 -0.16
H -5.54133 1.77888 -0.00224 0.1 0.2 0.1 0.12
H -8.05832 4.58085 -0.00448 0.1 0.1 0.4 0.07
C 0.64229 -0.58955 -0.92461 -0.3 0.3 -0.6 -0.11
H -5.84670 -0.71931 1.24506 0.2 -0.2 -0.2 0.14
H -6.48557 2.02563 3.47699 -0.4 -0.1 0.6 0.10
H 4.35139 -2.39279 -1.65348 0.0 -0.2 0.1 0.06
F -0.29429 -2.26181 -5.12456 0.1 0.0 0.4 -0.17
F 1.23828 -1.66433 2.03321 0.6 0.0 -0.3 -0.15
H 6.78227 -1.40437 0.28044 -0.1 -0.1 0.6 0.14
H -5.78485 3.86045 1.12080 0.0 0.0 0.4 0.12
C 4.68492 2.68035 1.07096 0.2 0.5 -0.1 -0.15
H -8.20998 2.82279 -0.29935 -0.4 0.4 0.4 0.08
C 4.50347 -2.84571 -0.66870 -0.4 1.1 -0.3 -0.07
H -7.21109 0.41910 2.93334 -0.3 0.5 -0.4 0.12
H -2.04194 -0.51661 -1.99428 0.1 0.3 -0.1 0.08
P -2.46764 2.78957 -1.24388 2.3 -0.9 -0.3 0.17
H 3.60882 -3.41262 -0.41796 0.2 -0.4 -0.1 0.07
F -3.51964 3.62901 -2.09564 -0.1 0.2 -0.1 -0.14
H -6.96023 3.64064 -1.01101 0.4 0.4 0.3 0.09
H 7.99910 0.35158 0.96402 0.1 0.1 0.1 0.11
H -4.65742 2.88753 2.79822 0.1 0.2 -0.2 0.13
H -1.81665 -2.10380 -2.72650 -0.1 0.1 -0.4 0.12
C -6.32560 1.01040 3.15598 0.7 -1.3 -0.5 0.02
H -0.38239 -3.71226 -1.73256 -0.3 0.2 -0.6 0.11
F 1.20692 0.99221 3.90279 0.2 -0.7 0.4 -0.18
H 2.14461 0.75018 -1.42576 0.1 -0.3 0.0 0.12
F -3.92434 -3.57516 0.03799 -0.1 0.0 -0.2 -0.18
F -1.22490 3.72038 -1.69272 -0.4 0.1 0.3 -0.15
H -4.36524 -0.08238 0.53464 0.1 0.6 0.0 0.13
H 3.63876 -1.20063 0.41095 0.2 0.4 -0.1 0.10
H -1.95653 -0.97224 -0.06696 0.3 0.4 0.0 0.09
F 5.04047 -0.53533 -2.79307 -0.5 0.4 0.0 -0.20
H -5.78153 0.36544 3.83220 -0.1 0.5 0.6 0.08
C -4.92207 -0.17772 1.46139 -1.2 -1.1 0.5 -0.09
C 4.50861 2.34796 2.52189 -0.3 0.4 1.5 -0.19
N -5.43877 1.14252 1.97091 0.4 0.5 -0.4 -0.27
H 7.38869 1.03088 -0.57892 0.1 -0.1 0.0 0.10
H -3.79108 -1.86438 2.07852 0.1 -0.1 -0.5 0.10
O 2.11609 -0.78473 -2.83193 0.2 0.0 -0.3 -0.04
P -3.82391 -5.06768 0.65931 -1.5 -1.6 0.6 0.19
F -2.22733 -1.38020 -5.92461 -0.3 0.0 0.0 -0.16
H -6.98115 1.06960 0.61326 -0.4 0.4 0.2 0.14
H 7.28527 2.02878 0.85054 0.3 -0.1 0.3 0.10
C -7.51572 3.64501 -0.06522 -0.2 -1.4 -1.3 -0.10
F -1.03735 -0.25834 -7.57626 -0.2 -0.3 0.1 -0.19
H 0.63458 -2.60629 -2.82352 0.4 -0.7 -0.2 0.09
F -0.52131 0.03896 -5.40922 0.3 0.1 0.7 -0.16
F 0.89045 -1.20337 -6.76983 -0.1 0.3 0.4 -0.18
F -3.70097 -6.54956 1.38288 0.0 0.6 -0.6 -0.20
F -2.32032 -5.24398 0.09810 0.0 0.5 0.3 -0.17
C -6.20544 1.79871 0.86196 0.5 -0.8 -0.5 -0.15
P 5.25783 0.69375 -3.87661 1.5 -1.7 -0.3 0.18
H -0.59322 -1.95661 0.67279 -0.4 0.4 0.3 0.10
H -0.76596 -0.72435 -3.23514 -0.2 -0.1 -0.3 0.08
F 4.10895 1.58004 -3.17429 -0.3 -0.5 -0.1 -0.14
H -0.01878 0.13268 -0.44960 0.6 0.4 0.2 0.11
F -1.45864 1.84678 -0.31213 -0.3 0.5 0.0 -0.20

***

Entry 2:
90
Properties=species:S:1:pos:R:3:forces:R:3:lowdin_charge:R:1 method="wB97M-V/def2-TZVPD" s2=3.768 total_charge=+4 e_homo_ev="-19.4 / -20.0" gap_ev="7.99 / 7.44" largest_force_ev_per_a=0.52 spin_multiplicity=4
H 5.48369 -2.83353 -2.00684 0.0 0.0 0.0 0.11
H -3.25133 0.44941 2.62948 0.0 0.0 0.0 0.07
H 2.17494 1.00177 -2.39859 0.0 0.0 0.1 0.09
H 2.91529 -0.47530 1.74412 0.0 0.0 0.0 0.06
C 3.39016 -1.45112 1.73282 0.1 0.0 -0.1 -0.01
H 0.33281 3.29742 1.23489 0.0 0.0 0.0 0.16
N -0.20741 -2.18746 2.63435 -0.2 0.0 -0.1 -0.18
H 3.58459 1.14645 -1.36676 0.0 0.0 0.0 0.15
C -1.65691 -2.26391 2.87251 0.2 -0.1 0.1 -0.02
N 0.42769 1.75975 -0.24392 -0.2 -0.1 0.0 -0.25
H 0.27908 -2.33682 0.54116 -0.1 -0.2 -0.1 0.02
H 5.96930 -1.14447 -2.21479 0.0 0.0 0.0 0.12
H -4.25531 -0.80148 1.80064 0.0 0.0 0.1 0.08
H 0.47374 -3.62376 -3.14476 0.0 0.0 0.0 0.09
H 2.41778 0.62249 3.89565 0.0 0.0 -0.1 0.08
C -0.45317 -1.06471 -2.83508 0.0 0.3 0.1 -0.35
H 0.42329 1.81098 -3.18316 0.0 0.0 0.0 0.11
H 5.67881 -1.76699 -0.59112 0.0 0.0 0.0 0.10
H -1.31833 1.61857 -3.18003 0.0 0.0 0.0 0.14
H 1.20339 1.03333 5.14283 0.0 0.0 0.0 0.12
N -0.56357 -1.22716 -4.13330 0.0 -0.2 -0.1 -0.06
H 3.32578 -4.03328 0.98067 0.0 0.0 0.0 0.10
C 0.73654 1.39528 2.17736 0.0 -0.2 0.1 -0.18
H 2.39008 2.24783 0.36533 0.0 0.0 0.0 0.13
C 1.86211 2.10272 -0.57324 -0.1 0.2 0.1 -0.09
C 0.54467 -1.80373 5.21216 0.1 0.1 -0.1 0.03
H 4.92297 -3.43791 0.53917 0.0 0.0 0.0 0.11
H -1.91754 -1.63775 3.72583 0.0 0.0 0.0 0.11
C -1.10427 -2.45004 -4.77245 0.1 0.2 0.0 0.03
H 1.46995 -2.28163 5.52816 0.0 0.0 0.0 0.12
H 3.84461 -1.80726 -3.78389 0.0 0.0 0.0 0.12
H -1.92110 -3.28984 3.12665 0.0 0.0 0.0 0.12
C -4.29731 0.02783 -0.86775 -0.1 -0.1 0.0 -0.20
C -1.77806 -2.73748 -1.54426 0.1 0.0 -0.1 -0.03
H -4.79304 0.91222 1.87272 0.0 0.0 0.0 0.10
H -2.23489 -1.94475 2.00455 0.0 0.0 0.0 0.05
C -3.93418 0.23925 1.80901 0.0 0.0 0.1 -0.20
C -0.11275 -0.20868 -5.10862 0.0 -0.1 0.1 0.03
Re 0.16817 -0.31962 -0.18877 0.0 0.0 0.1 1.74
H -2.06867 -3.51194 -2.25069 0.0 0.0 0.0 0.10
C 3.86538 -3.39482 0.28144 0.0 0.1 0.0 -0.01
C 0.05214 2.24758 1.13172 0.1 0.1 -0.2 -0.12
H -4.51527 -1.01903 -0.65772 0.0 0.0 0.0 0.08
C 0.55625 -3.21197 -2.14197 -0.1 0.0 0.1 0.00
H 4.43449 -1.34787 2.03352 0.0 0.0 0.0 0.12
H 1.87581 3.04891 -1.11502 0.0 0.0 0.0 0.15
C 2.50530 0.98816 -1.36061 0.1 -0.1 0.0 -0.18
C 3.14562 -1.24954 -0.69218 0.1 0.5 -0.2 -0.38
C -0.52099 2.28689 -1.30228 0.2 0.1 0.1 -0.12
H 0.12978 -1.25135 6.05409 0.0 0.0 0.0 0.12
N 2.17187 -0.28015 -0.68460 0.1 -0.2 0.0 -0.10
H -0.93944 0.40423 -5.46303 0.0 0.0 0.0 0.12
H -2.52830 -1.95607 -1.51980 0.0 0.0 -0.1 0.07
H -1.71160 -3.19382 -0.55879 0.0 0.0 0.0 0.09
H 0.35090 1.70402 3.14656 0.0 0.0 0.1 0.13
H 2.90161 -2.11043 2.45059 0.0 0.0 0.0 0.09
H 0.30700 -0.74456 -5.95760 0.0 0.0 0.0 0.12
H 1.80611 1.60334 2.17078 0.1 0.0 0.1 0.10
C 3.57029 -0.99448 -3.11141 0.1 -0.2 0.1 -0.01
N 0.45297 -0.03718 1.91190 0.1 -0.2 0.2 -0.07
H -1.79333 -2.96861 -4.12076 0.0 0.0 0.0 0.08
O -1.88572 -0.33174 0.21181 -0.1 0.1 -0.1 -0.67
C 0.30194 -2.90990 1.52013 0.0 0.0 -0.1 -0.05
H 1.56004 -2.82692 -1.99180 0.1 0.1 -0.1 0.07
H 2.38593 -0.23858 5.41883 0.0 0.0 0.0 0.11
S -3.10929 0.63916 0.29356 0.2 0.2 0.1 0.97
H 0.38133 -4.02049 -1.43454 0.0 0.0 0.0 0.11
H -0.15714 -2.55333 4.87762 0.0 0.0 0.0 0.09
H 3.72337 -3.77988 -0.72502 0.0 0.0 0.0 0.10
H -3.91280 0.17704 -1.87521 0.0 0.0 0.0 0.07
H -0.29895 3.33828 -1.48939 0.0 0.0 0.0 0.16
H -5.19630 0.63602 -0.73446 0.0 0.0 0.0 0.10
H 4.10177 -0.09727 -3.43008 0.0 0.0 0.0 0.12
H 0.67114 0.40718 -4.68320 0.0 0.0 0.0 0.08
H -0.30087 -3.11154 -5.09142 0.0 0.0 0.0 0.11
H 1.34797 -3.18464 1.63051 -0.1 0.0 0.1 0.08
C 5.35451 -1.82220 -1.62472 -0.1 0.1 0.0 0.02
N -0.44964 -2.15115 -1.87676 0.1 0.0 0.2 -0.20
H -0.29270 -3.80571 1.34961 0.0 0.0 0.0 0.12
H -1.51901 2.23640 -0.88161 -0.1 0.0 0.0 0.07
N 3.32087 -2.03050 0.38649 0.0 -0.2 0.2 -0.13
N -0.26346 0.06265 -2.16469 -0.1 0.0 -0.3 -0.08
H -1.65371 -2.13291 -5.65572 0.0 0.0 0.0 0.12
C -0.41683 1.46940 -2.58404 0.0 -0.2 0.0 -0.14
N 3.95060 -1.37301 -1.74610 0.1 -0.1 -0.1 -0.10
N 0.86545 -0.82308 4.14020 0.1 0.1 0.3 -0.06
C 0.40675 -0.95233 2.91256 -0.1 0.4 -0.2 -0.35
C 1.76330 0.23240 4.66230 -0.2 -0.1 0.0 0.01
H -1.03078 2.17538 1.21466 0.0 0.0 0.0 0.10
H 2.49897 -0.82960 -3.17525 0.0 -0.1 0.0 0.06